[1]
# C33H46ClF3O4P4SV

A molecular structure, C33H46ClF3O4P4SV in a non-equilibrium geometry (ωB97M-V with the def2-TZVPD basis set, OMol25).

Results
Gap between HOMO and LUMO (spin up / spin down) (eV): 6.55 / 2.38
Total energy (eV): -137490.5223

The geometry in ORCA input format:
```
! wB97M-V def2-TZVPD RIJCOSX def2/J DEFGRID3
* xyz 2 2
V -1.529 2.197 1.076
Cl -1.663 4.180 -0.463
S -3.608 4.181 2.674
P 2.081 -1.300 -2.852
P -3.666 1.458 0.202
P -1.013 -1.683 3.670
P 0.335 3.420 2.034
F -5.875 5.007 3.733
F -6.072 3.146 2.493
F -5.102 3.055 4.518
O -3.134 5.186 3.734
O -0.589 -1.816 0.548
O -2.216 3.148 2.732
O -3.520 5.166 1.501
C 3.525 0.865 -5.996
C 1.311 -2.687 -3.783
C 3.240 -0.614 -4.105
C -0.016 5.155 2.432
C 1.130 -4.201 -5.654
C 3.235 -2.200 -1.737
C 4.585 -0.966 -4.200
C -0.928 -0.401 2.464
C 2.723 0.317 -5.008
C 4.410 -4.162 -0.965
C -5.260 3.821 3.379
C 3.848 -1.460 -0.724
C 0.635 -2.343 4.022
C -0.427 0.617 0.416
C -0.154 -0.614 1.192
C 1.761 3.483 0.899
C 4.745 -2.060 0.145
C 0.205 -3.308 -3.201
C -4.764 2.802 -0.326
C -0.420 -4.373 -3.829
C -4.652 0.494 1.396
C 1.766 -3.144 -5.019
C -3.513 0.365 -1.252
C 4.865 0.508 -6.083
C -2.031 -3.082 3.132
C 5.392 -0.405 -5.180
C 3.523 -3.559 -1.846
C 0.039 -4.821 -5.061
C -1.572 0.791 2.559
C -0.480 1.459 -0.540
C 0.989 2.717 3.589
C 5.027 -3.415 0.029
C -1.720 -1.056 5.209
H -2.031 -3.868 3.883
H -2.738 -0.716 5.045
H 5.495 0.943 -6.847
H -4.796 1.093 2.290
H 2.114 2.478 0.682
H -1.734 -1.851 5.950
H -2.137 1.026 3.456
H -3.050 -2.741 2.969
H 3.621 -0.406 -0.621
H -3.016 0.906 -2.052
H -4.934 3.468 0.514
H 5.719 -3.887 0.714
H -0.454 -5.646 -5.558
H -1.274 -4.847 -3.363
H 4.624 -5.218 -1.060
H 3.055 -4.146 -2.622
H 3.108 1.581 -6.692
H -4.114 -0.413 1.658
H -4.492 0.043 -1.598
H 1.682 0.609 -4.935
H 2.575 4.063 1.328
H -5.710 2.397 -0.679
H 0.572 -3.136 4.763
H -1.126 -0.227 5.582
H -5.621 0.229 0.980
H 0.926 -0.673 1.388
H -0.788 5.202 3.194
H -0.388 5.647 1.539
H 5.002 -1.683 -3.507
H -2.916 -0.506 -0.995
H 1.279 -1.554 4.399
H 2.619 -2.672 -5.484
H 0.887 5.646 2.787
H 6.435 -0.686 -5.241
H -4.279 3.372 -1.111
H 1.492 -4.544 -6.615
H 0.196 2.724 4.332
H 5.217 -1.472 0.921
H -0.041 -1.960 -0.235
H -0.166 -2.952 -2.247
H -1.635 -3.463 2.197
H 1.434 3.948 -0.027
H 1.062 -2.752 3.110
H 1.302 1.689 3.426
H 1.832 3.295 3.962
H -0.257 1.792 -1.535
*
```

=====

[2]
# C33H46IrOP2Si

A molecular structure, C33H46IrOP2Si in a non-equilibrium geometry (ωB97M-V with the def2-TZVPD basis set, OMol25).

Results
Gap between HOMO and LUMO (spin up / spin down) (eV): 6.51 / 3.31
Total energy (eV): -66284.7605
Energy relative to the best compared isomer or geometry (same formula, charge and spin) (kJ/mol): 0.0

The geometry in ORCA input format:
```
! wB97M-V def2-TZVPD RIJCOSX def2/J DEFGRID3
* xyz 2 6
Ir 0.243 -1.452 -0.019
P 0.132 1.255 -4.509
P -0.047 -2.565 -4.159
Si 0.056 0.532 2.979
O 0.420 0.049 1.474
C 1.680 -2.146 5.682
C 1.617 -3.197 -4.462
C 0.973 -1.552 -1.946
C -1.661 -1.157 -2.027
C 0.582 -2.570 6.442
C 2.165 2.472 2.887
C -4.060 0.966 2.989
C -3.210 2.829 4.282
C -0.894 -1.230 5.068
C 2.079 3.070 5.632
C -0.376 -1.366 -5.560
C 1.449 2.500 -4.693
C 0.358 -2.880 1.308
C 1.198 2.130 5.086
C -1.459 2.013 -4.993
C 1.233 1.837 3.716
C 0.196 -0.793 4.312
C 0.491 -0.078 -5.704
C 1.845 0.806 -1.627
C -4.287 2.088 3.785
C -1.665 1.296 3.210
C -1.117 -3.920 -4.741
C -0.487 1.252 -1.113
C -1.502 0.408 -1.862
C 0.724 1.819 -1.436
C -2.748 0.585 2.679
C 1.481 -1.270 4.609
C -0.474 -2.047 -1.877
C 1.324 -0.282 -2.611
C -0.700 -2.109 6.139
C 2.999 3.714 4.797
C -1.904 2.449 3.974
C 3.048 3.413 3.437
H 2.741 1.218 -2.109
H 0.485 1.607 5.732
H -1.411 2.582 -5.940
H 0.713 -3.271 7.266
H -2.592 -0.286 2.031
H 1.577 -0.310 -5.657
H 1.354 3.164 -5.583
H -0.907 1.460 -0.125
H 2.222 2.233 1.815
H -2.387 -1.512 -1.277
H -1.057 3.028 4.341
H 1.865 -3.889 -3.644
H -4.904 0.407 2.590
H -0.740 -4.311 -5.708
H -0.689 -3.119 -1.819
H -1.114 -4.753 -4.021
H -1.571 0.841 -2.878
H 2.676 -2.526 5.912
H 2.105 0.309 -0.664
H 1.294 -2.779 1.866
H -2.151 -1.292 -3.006
H 1.451 3.165 -3.808
H 2.073 -0.419 -3.412
H -5.299 2.402 4.033
H 3.780 3.912 2.801
H -1.766 2.732 -4.213
H -0.199 -2.002 -6.458
H 3.680 4.442 5.236
H -2.453 0.670 -1.348
H 0.997 2.790 -1.017
H 1.785 -2.299 -1.925
H -1.574 -2.443 6.703
H 2.353 -0.949 4.038
H 2.439 2.011 -4.777
H -0.470 -2.891 2.021
H 1.635 -3.777 -5.400
H -2.145 -3.553 -4.900
H 0.408 0.141 -3.103
H -3.367 3.722 4.886
H -1.466 -1.134 -5.539
H -1.889 -0.858 4.829
H 0.380 -3.815 0.743
H -2.236 1.240 -5.127
H 0.291 0.355 -6.704
H 2.358 -2.385 -4.529
H 2.026 3.277 6.699
*
```

=====

Q: Number 2 is which compound?
A: C33H46IrOP2Si

=====

Repeat the second record exactly.
# C33H46IrOP2Si

A molecular structure, C33H46IrOP2Si in a non-equilibrium geometry (ωB97M-V with the def2-TZVPD basis set, OMol25).

Results
Gap between HOMO and LUMO (spin up / spin down) (eV): 6.51 / 3.31
Total energy (eV): -66284.7605
Energy relative to the best compared isomer or geometry (same formula, charge and spin) (kJ/mol): 0.0

The geometry in ORCA input format:
```
! wB97M-V def2-TZVPD RIJCOSX def2/J DEFGRID3
* xyz 2 6
Ir 0.243 -1.452 -0.019
P 0.132 1.255 -4.509
P -0.047 -2.565 -4.159
Si 0.056 0.532 2.979
O 0.420 0.049 1.474
C 1.680 -2.146 5.682
C 1.617 -3.197 -4.462
C 0.973 -1.552 -1.946
C -1.661 -1.157 -2.027
C 0.582 -2.570 6.442
C 2.165 2.472 2.887
C -4.060 0.966 2.989
C -3.210 2.829 4.282
C -0.894 -1.230 5.068
C 2.079 3.070 5.632
C -0.376 -1.366 -5.560
C 1.449 2.500 -4.693
C 0.358 -2.880 1.308
C 1.198 2.130 5.086
C -1.459 2.013 -4.993
C 1.233 1.837 3.716
C 0.196 -0.793 4.312
C 0.491 -0.078 -5.704
C 1.845 0.806 -1.627
C -4.287 2.088 3.785
C -1.665 1.296 3.210
C -1.117 -3.920 -4.741
C -0.487 1.252 -1.113
C -1.502 0.408 -1.862
C 0.724 1.819 -1.436
C -2.748 0.585 2.679
C 1.481 -1.270 4.609
C -0.474 -2.047 -1.877
C 1.324 -0.282 -2.611
C -0.700 -2.109 6.139
C 2.999 3.714 4.797
C -1.904 2.449 3.974
C 3.048 3.413 3.437
H 2.741 1.218 -2.109
H 0.485 1.607 5.732
H -1.411 2.582 -5.940
H 0.713 -3.271 7.266
H -2.592 -0.286 2.031
H 1.577 -0.310 -5.657
H 1.354 3.164 -5.583
H -0.907 1.460 -0.125
H 2.222 2.233 1.815
H -2.387 -1.512 -1.277
H -1.057 3.028 4.341
H 1.865 -3.889 -3.644
H -4.904 0.407 2.590
H -0.740 -4.311 -5.708
H -0.689 -3.119 -1.819
H -1.114 -4.753 -4.021
H -1.571 0.841 -2.878
H 2.676 -2.526 5.912
H 2.105 0.309 -0.664
H 1.294 -2.779 1.866
H -2.151 -1.292 -3.006
H 1.451 3.165 -3.808
H 2.073 -0.419 -3.412
H -5.299 2.402 4.033
H 3.780 3.912 2.801
H -1.766 2.732 -4.213
H -0.199 -2.002 -6.458
H 3.680 4.442 5.236
H -2.453 0.670 -1.348
H 0.997 2.790 -1.017
H 1.785 -2.299 -1.925
H -1.574 -2.443 6.703
H 2.353 -0.949 4.038
H 2.439 2.011 -4.777
H -0.470 -2.891 2.021
H 1.635 -3.777 -5.400
H -2.145 -3.553 -4.900
H 0.408 0.141 -3.103
H -3.367 3.722 4.886
H -1.466 -1.134 -5.539
H -1.889 -0.858 4.829
H 0.380 -3.815 0.743
H -2.236 1.240 -5.127
H 0.291 0.355 -6.704
H 2.358 -2.385 -4.529
H 2.026 3.277 6.699
*
```

=====

Q: Which of these has the highest total energy?
A: C33H46IrOP2Si